Computed, not measured: a cluster of 6 separate species, C14H42N2O8 in total, with ωB97M-V with the def2-TZVPD basis set.

The geometry in XYZ format:
```
66
Properties=species:S:1:pos:R:3
C -2.380 22.511 -7.436
O -2.957 21.408 -6.713
H -2.338 23.386 -6.786
H -1.385 22.265 -7.803
H -3.057 22.743 -8.257
H -2.588 21.446 -5.818
C -0.260 24.662 -9.386
O 0.284 24.387 -8.090
H -1.319 24.423 -9.395
H -0.170 25.716 -9.668
H 0.303 24.078 -10.118
H 1.096 24.892 -8.004
C 4.157 19.626 -11.332
C 4.125 19.717 -9.813
C 2.704 19.747 -9.304
O 2.013 20.839 -9.853
C 0.711 20.913 -9.356
N 4.766 18.535 -9.230
H 3.648 20.480 -11.775
H 3.661 18.710 -11.660
H 5.186 19.626 -11.701
H 4.636 20.654 -9.539
H 2.688 19.790 -8.201
H 2.230 18.785 -9.563
H 0.214 21.780 -9.798
H 0.612 21.009 -8.268
H 0.114 20.043 -9.668
H 5.718 18.443 -9.559
H 4.786 18.607 -8.220
C -0.726 15.497 -6.449
C -1.254 16.713 -7.163
C -0.125 17.639 -7.594
O 0.480 18.360 -6.530
C -0.345 19.331 -5.937
N -1.955 16.304 -8.387
H -0.092 15.744 -5.597
H -0.154 14.872 -7.139
H -1.535 14.856 -6.078
H -1.926 17.276 -6.503
H -0.477 18.340 -8.366
H 0.673 17.062 -8.069
H -1.176 18.863 -5.408
H -0.736 20.058 -6.659
H 0.308 19.876 -5.255
H -2.721 15.688 -8.132
H -2.380 17.131 -8.799
C -4.525 18.970 -8.507
C -5.329 19.950 -9.338
O -6.452 19.266 -9.906
O -3.140 19.256 -8.528
H -4.660 17.965 -8.919
H -4.913 18.920 -7.484
H -4.696 20.377 -10.122
H -5.677 20.789 -8.718
H -6.847 19.849 -10.559
H -2.994 20.019 -7.947
C -2.569 23.579 -2.829
C -2.656 22.114 -3.133
O -1.736 21.730 -4.163
O -1.379 23.781 -2.074
H -3.467 23.919 -2.299
H -2.543 24.130 -3.780
H -3.653 21.857 -3.485
H -2.454 21.549 -2.218
H -0.844 21.831 -3.819
H -1.281 24.719 -1.891
```

F_max   1.2 eV/Å
Relative energy (zero: lowest compared OMol25 entry of this formula, charge and spin)   0.0 kcal per mole
Frontier orbital gap   9.20 eV
HOMO energy   -8.80 eV
E   -34556.7461 eV
Molar mass   366.50 Da
SMILES   COC[C@H](C)N.COC[C@H](C)N.OCCO.OCCO.CO.CO


Computed, not measured: a structure of composition C14H42O7, with ωB97M-V with the def2-TZVPD basis set.

The geometry in XYZ format:
```
63
Properties=species:S:1:pos:R:3
C -2.362 2.098 -2.242
C -3.214 3.407 -2.359
O -2.371 4.580 -2.012
H -2.025 2.012 -1.209
H -1.377 2.206 -2.696
H -3.014 1.247 -2.443
H -3.987 3.284 -1.601
H -3.564 3.559 -3.380
H -1.949 4.893 -2.815
C 3.205 -2.986 1.922
C 3.350 -1.609 1.361
O 2.885 -0.761 2.426
H 3.879 -3.170 2.758
H 3.372 -3.745 1.157
H 2.214 -3.099 2.362
H 2.665 -1.451 0.528
H 4.296 -1.339 0.894
H 2.874 0.170 2.193
C 1.601 -3.142 -2.341
C 2.410 -2.904 -0.998
O 1.493 -3.117 0.031
H 0.765 -2.444 -2.375
H 1.200 -4.136 -2.540
H 2.262 -2.845 -3.155
H 2.597 -1.830 -1.034
H 3.278 -3.562 -0.950
H 1.628 -4.061 0.141
C -1.178 3.261 0.601
C -0.527 4.543 0.033
O -0.488 4.518 -1.374
H -0.602 2.390 0.287
H -2.119 3.172 0.058
H -1.381 3.232 1.671
H 0.476 4.715 0.424
H -0.994 5.443 0.433
H -1.394 4.598 -1.679
C -1.686 -0.635 -2.739
C -1.937 -2.029 -2.407
O -2.559 -2.677 -3.567
H -1.189 -0.607 -3.709
H -1.006 -0.086 -2.086
H -2.614 -0.131 -3.007
H -2.548 -2.181 -1.517
H -0.979 -2.533 -2.273
H -1.887 -3.045 -4.146
C -0.816 0.641 0.103
C 0.199 -0.483 0.045
O 0.769 -0.804 1.308
H -1.313 0.490 1.061
H -1.443 0.609 -0.788
H -0.220 1.553 0.073
H 1.093 -0.152 -0.485
H -0.131 -1.487 -0.221
H 1.438 -1.480 1.173
C 0.127 -0.268 5.602
C 0.692 -0.264 4.131
O -0.299 -0.009 3.101
H 0.821 -0.153 6.433
H -0.648 -1.016 5.771
H -0.390 0.686 5.709
H 1.261 -1.176 3.952
H 1.392 0.571 4.105
H -0.027 -0.462 2.300
```

F_max   12.1 eV/Å
Relative energy (zero: lowest compared OMol25 entry of this formula, charge and spin)   262.5 kcal per mole
Frontier orbital gap   9.03 eV
HOMO energy   -8.68 eV
E   -29520.0919 eV
Molar mass   322.48 Da


Computed, not measured: a structure of composition C14H43Hg2O12S, with ωB97M-V with the def2-TZVPD basis set.

The geometry in XYZ format:
```
72
Properties=species:S:1:pos:R:3
Hg 1.346 -3.319 -3.292
Hg -4.088 0.682 -3.957
S -0.177 -0.187 -0.542
O 0.681 0.051 -1.667
O -0.432 -1.610 -0.562
O 0.411 0.234 0.684
O -1.429 0.331 -0.963
O -2.210 -2.647 -4.739
H -2.796 -3.100 -4.102
C 5.273 4.059 0.249
C 3.958 4.577 -0.243
O 3.689 4.208 -1.567
H 5.331 2.972 0.317
H 5.434 4.396 1.273
H 6.084 4.474 -0.348
H 4.033 5.648 -0.053
H 3.134 4.221 0.375
H 3.487 3.272 -1.631
C -2.165 7.016 -3.429
C -1.807 6.012 -4.440
O -1.872 4.625 -4.046
H -3.167 6.796 -3.060
H -1.944 8.048 -3.703
H -1.548 6.983 -2.531
H -0.761 6.205 -4.678
H -2.265 6.176 -5.415
H -1.055 4.333 -3.637
C 6.474 -2.585 -0.402
C 6.736 -2.587 -1.912
O 5.680 -3.317 -2.509
H 6.585 -3.582 0.025
H 5.482 -2.161 -0.244
H 7.130 -1.938 0.181
H 7.706 -3.053 -2.087
H 6.728 -1.545 -2.232
H 6.120 -4.010 -3.007
C 2.228 -5.622 2.251
C 2.593 -6.760 1.332
O 2.317 -6.399 0.045
H 1.170 -5.362 2.289
H 2.809 -4.707 2.127
H 2.373 -5.870 3.303
H 1.926 -7.597 1.541
H 3.656 -7.000 1.330
H 2.420 -7.201 -0.472
C -6.206 5.437 0.839
C -5.661 4.070 0.287
O -6.295 3.737 -0.977
H -5.643 5.658 1.746
H -7.271 5.328 1.043
H -6.166 6.258 0.122
H -5.858 3.273 1.004
H -4.607 4.346 0.256
H -7.081 4.251 -1.178
C -0.523 2.826 7.800
C -0.267 1.817 6.656
O 0.728 2.374 5.806
H 0.359 3.360 8.151
H -1.058 2.305 8.595
H -1.123 3.639 7.392
H -1.117 1.531 6.037
H 0.065 0.894 7.130
H 0.751 1.895 4.974
C -4.935 -8.103 -1.398
C -3.804 -7.118 -1.311
O -4.219 -5.822 -0.991
H -5.339 -8.498 -0.466
H -4.576 -8.998 -1.905
H -5.753 -7.743 -2.023
H -3.081 -7.210 -2.122
H -3.138 -7.405 -0.497
H -3.458 -5.261 -0.823
```

Total charge   +1
F_max   3.3 eV/Å
Frontier orbital gap   2.11 eV
HOMO energy   -11.52 eV
E   -58946.3406 eV
Molar mass   836.73 Da


Computed, not measured: a structure of composition C14H43O10Ti, with ωB97M-V with the def2-TZVPD basis set.

The geometry in XYZ format:
```
68
Properties=species:S:1:pos:R:3
Ti -2.652 0.995 1.941
C 0.619 0.172 -0.518
C -0.544 0.135 0.434
O -0.405 0.614 1.597
O -1.666 -0.295 0.043
H 0.404 -0.457 -1.381
H 1.506 -0.230 -0.026
H 0.811 1.195 -0.833
C -0.946 -3.385 -1.472
O -2.072 -3.055 -0.682
H -0.996 -4.452 -1.685
H -0.943 -2.863 -2.438
H -0.002 -3.180 -0.952
H -2.037 -2.104 -0.513
C -3.694 0.926 -2.644
O -2.331 0.535 -2.515
H -4.375 0.210 -2.172
H -3.878 1.914 -2.207
H -3.937 0.978 -3.703
H -2.173 0.214 -1.611
C 1.631 5.038 -0.013
O 2.032 5.851 -1.108
H 1.495 3.988 -0.300
H 2.336 5.087 0.820
H 0.665 5.402 0.331
H 2.801 5.458 -1.527
C 4.021 1.311 0.795
O 4.978 0.691 -0.081
H 3.388 1.990 0.213
H 3.377 0.547 1.237
H 4.566 1.836 1.569
H 4.492 0.215 -0.758
C -4.747 -1.729 1.229
C -5.599 -0.816 2.071
O -4.784 0.325 2.459
H -4.315 -1.169 0.399
H -5.372 -2.509 0.793
H -3.966 -2.208 1.817
H -5.964 -1.315 2.966
H -6.440 -0.456 1.475
H -5.287 0.948 2.994
C 1.507 3.268 2.896
C 1.368 2.242 4.028
O 1.640 0.929 3.559
H 2.447 3.049 2.386
H 1.586 4.290 3.275
H 0.685 3.192 2.184
H 0.373 2.303 4.485
H 2.099 2.462 4.806
H 0.956 0.719 2.905
C 3.018 -2.323 2.009
C 2.162 -3.554 2.020
O 2.789 -4.562 1.231
H 4.004 -2.484 2.441
H 2.540 -1.537 2.607
H 3.119 -1.910 1.003
H 1.166 -3.307 1.630
H 2.028 -3.911 3.048
H 2.123 -5.189 0.937
C 1.051 -1.369 -5.644
C 0.448 -0.971 -4.314
O -0.959 -1.105 -4.393
H 2.140 -1.436 -5.573
H 0.816 -0.621 -6.400
H 0.673 -2.339 -5.965
H 0.729 0.068 -4.082
H 0.853 -1.588 -3.496
H -1.362 -0.670 -3.627
```

<S²>   3.751
F_max   1.2 eV/Å
Multiplicity   4
Relative energy (zero: lowest compared OMol25 entry of this formula, charge and spin)   0.0 kcal per mole
Frontier orbital gap (alpha / beta)   6.33 / 9.03 eV
HOMO energy (alpha / beta)   -6.68 / -9.70 eV
E   -58802.2663 eV
Molar mass   419.35 Da


Computed, not measured: a cluster of 8 separate species, C14H45N15O9 in total, with ωB97M-V with the def2-TZVPD basis set.

The geometry in XYZ format:
```
83
Properties=species:S:1:pos:R:3
C -1.695 -0.940 -2.977
C -1.541 -1.893 -1.780
C -0.908 -3.227 -2.204
C -0.670 -1.261 -0.686
C -1.438 -0.278 0.189
O -0.683 0.823 0.709
C 0.560 0.496 1.292
C 0.505 -0.548 2.399
N 1.868 -0.710 2.895
O 1.902 -1.683 3.931
H -2.670 -0.453 -3.017
H -1.550 -1.465 -3.921
H -0.933 -0.163 -2.897
H -2.521 -2.153 -1.370
H 0.182 -3.183 -2.117
H -1.141 -3.461 -3.242
H -1.260 -4.044 -1.575
H 0.186 -0.777 -1.163
H -0.294 -2.081 -0.066
H -1.903 -0.817 1.024
H -2.250 0.180 -0.378
H 1.300 0.209 0.535
H 0.927 1.415 1.744
H -0.109 -0.202 3.233
H 0.104 -1.506 2.043
H 2.449 -1.084 2.149
H 1.271 -2.398 3.719
C 3.861 1.439 5.971
O 4.468 2.141 6.765
N 3.841 0.075 6.065
N 3.148 1.956 4.927
H 3.342 -0.513 5.418
H 4.364 -0.344 6.810
H 3.131 2.954 4.835
H 2.656 1.394 4.251
C -4.571 -4.687 -2.724
O -3.767 -4.239 -1.930
N -4.856 -6.025 -2.808
N -5.247 -3.885 -3.603
H -5.509 -6.411 -3.461
H -4.368 -6.635 -2.180
H -5.041 -2.902 -3.576
H -5.905 -4.230 -4.275
C 0.371 4.431 2.883
O 1.380 3.906 2.443
N -0.857 3.838 2.764
N 0.390 5.641 3.519
H -1.702 4.247 3.114
H -0.901 2.959 2.275
H 1.280 6.091 3.621
H -0.429 6.083 3.890
C -4.426 2.003 -3.381
O -4.437 0.871 -3.827
N -5.540 2.597 -2.848
N -3.290 2.764 -3.370
H -5.545 3.526 -2.475
H -6.386 2.059 -2.841
H -2.456 2.342 -3.737
H -3.249 3.695 -3.003
C 1.877 1.832 -2.339
O 1.361 0.792 -2.727
N 3.094 2.263 -2.760
N 1.233 2.637 -1.434
H 3.504 3.111 -2.417
H 3.609 1.713 -3.432
H 0.347 2.311 -1.087
H 1.613 3.491 -1.073
C 5.958 1.041 -5.229
O 4.807 1.350 -4.963
N 6.579 -0.022 -4.641
N 6.701 1.738 -6.138
H 7.520 -0.295 -4.847
H 6.046 -0.553 -3.978
H 6.261 2.519 -6.586
H 7.644 1.500 -6.378
C -1.076 -2.979 5.092
O -0.180 -3.707 4.690
N -2.393 -3.327 4.997
N -0.817 -1.764 5.657
H -3.142 -2.745 5.320
H -2.603 -4.213 4.577
H 0.148 -1.484 5.719
H -1.531 -1.147 5.995
```

F_max   0.4 eV/Å
Frontier orbital gap   9.54 eV
HOMO energy   -9.09 eV
E   -56032.7195 eV
Molar mass   567.61 Da
SMILES   CC(C)CCOCCNO.NC(N)=O.NC(N)=O.NC(N)=O.NC(N)=O.NC(N)=O.NC(N)=O.NC(N)=O


Computed, not measured: a cluster of 6 separate species, C14H45N4O6 in total, with ωB97M-V with the def2-TZVPD basis set.

The geometry in XYZ format:
```
69
Properties=species:S:1:pos:R:3
N -0.559 0.348 -0.064
H -0.330 0.236 -1.042
H -1.537 0.513 0.126
H -0.030 1.123 0.311
H -0.251 -0.517 0.356
C -1.632 -1.133 -3.298
C -0.143 -1.418 -3.316
C 0.247 -1.503 -4.856
O 1.649 -1.770 -4.994
C 2.071 -1.652 -6.307
N 0.533 -0.344 -2.637
H -1.804 -0.085 -3.543
H -1.986 -1.339 -2.288
H -2.242 -1.739 -3.968
H 0.030 -2.344 -2.767
H 0.022 -0.550 -5.335
H -0.274 -2.316 -5.361
H 1.859 -0.634 -6.636
H 1.615 -2.267 -7.082
H 3.036 -2.159 -6.295
H 1.459 -0.529 -2.995
H 0.382 0.545 -3.092
C -0.632 -3.238 0.699
C 0.107 -2.506 1.749
C 0.836 -3.443 2.825
O -0.064 -4.292 3.426
C 0.485 -5.341 4.214
N 1.024 -1.657 1.062
H 0.033 -3.986 0.266
H -0.952 -2.562 -0.095
H -1.436 -3.810 1.162
H -0.594 -1.884 2.306
H 1.214 -2.765 3.590
H 1.708 -3.878 2.336
H 1.223 -4.992 4.937
H 0.930 -6.086 3.555
H -0.402 -5.707 4.731
H 1.675 -1.195 1.681
H 1.609 -2.285 0.531
C -0.555 2.998 3.834
C -0.986 2.557 2.480
C -1.830 3.639 1.790
O -2.960 4.113 2.618
C -3.953 3.130 2.814
N 0.235 2.218 1.789
H 0.074 3.887 3.874
H 0.003 2.164 4.260
H -1.434 3.139 4.462
H -1.631 1.708 2.709
H -2.160 3.345 0.794
H -1.107 4.420 1.554
H -4.172 2.546 1.920
H -4.901 3.655 2.932
H -3.768 2.391 3.593
H 0.725 1.639 2.456
H 0.760 3.076 1.702
O -3.055 0.368 0.616
H -3.627 -0.087 1.234
H -3.649 0.896 0.083
C 3.269 1.990 -0.679
C 2.406 2.795 -1.724
O 2.492 4.135 -1.300
O 4.603 2.269 -0.740
H 3.004 0.938 -0.789
H 2.955 2.230 0.336
H 1.419 2.431 -1.437
H 2.592 2.780 -2.798
H 1.707 4.569 -1.643
H 4.664 3.221 -0.633
```

<S²>   0.751
F_max   3.0 eV/Å
Multiplicity   2
Frontier orbital gap (alpha / beta)   2.73 / 9.90 eV
HOMO energy (alpha / beta)   -2.42 / -9.71 eV
E   -33486.8063 eV
Molar mass   365.54 Da


Q: Which of these has the highest molar mass?
A: C14H43Hg2O12S


Q: Which value of molar mass does entry 5 give?
A: 567.61 Da


Q: The lowest E belongs to which entry?
A: C14H43Hg2O12S


Q: Look up the E of the sixth one.
A: -33486.8063 eV